Record 1
Entry from the Open Molecules 2025 dataset: a gas-phase ion, C4H11N2O (charge -1) (ωB97M-V with the def2-TZVPD basis set).

Positions of all 18 atoms, in Å:
N (0.42813, 0.72218, -2.75222)
C (0.12650, 1.54158, -1.57443)
N (0.69258, 0.93011, -0.37799)
C (0.09860, -0.41657, -0.01837)
C (-0.79280, -0.61090, 1.16281)
C (-0.17012, -1.22950, 2.42249)
O (-1.06135, -1.48298, 3.28881)
H (0.24900, -0.27668, -2.83694)
H (1.46506, 0.91663, -3.08229)
H (-0.96301, 1.63225, -1.48220)
H (0.71634, 2.47586, -1.71370)
H (0.52987, 1.42204, 0.53087)
H (0.94988, -1.07119, 0.18231)
H (-0.41546, -0.74407, -0.88407)
H (-1.30618, 0.28778, 1.41884)
H (-1.52457, -1.30335, 0.80953)
H (0.35008, -2.18660, 2.04093)
H (0.62745, -0.60660, 2.86560)

Properties
LUMO energy ... 3.724 eV
HOMO-LUMO gap ... 5.841 eV
SMILES ... NCNCCC[O-]
Total charge ... -1
F_max ... 4.0 eV/Å



Record 2
Entry from the Open Molecules 2025 dataset: a gas-phase ion, C4H11N2O (charge -1) (ωB97M-V with the def2-TZVPD basis set).

Positions of all 18 atoms, in Å:
C (1.77472, 0.46909, 1.07557)
C (0.51220, 0.01705, 0.36242)
C (-0.36220, 1.21674, 0.01491)
N (-0.74668, 2.03108, 1.20673)
N (0.78026, -0.77080, -0.81353)
C (-0.51496, -1.40715, -1.38881)
O (-1.38150, -1.85607, -0.52232)
H (2.21128, -0.36016, 1.62798)
H (2.46891, 0.83368, 0.32750)
H (1.52766, 1.34958, 1.66836)
H (-0.08259, -0.49826, 1.12814)
H (-1.27378, 0.88004, -0.48239)
H (0.17161, 1.83086, -0.72735)
H (-1.65432, 1.73763, 1.47289)
H (-0.87646, 2.97518, 0.86071)
H (1.43728, -1.49010, -0.51777)
H (-0.09448, -2.19644, -2.06232)
H (-0.85029, -0.56803, -2.04512)

Properties
LUMO energy ... 4.027 eV
HOMO-LUMO gap ... 6.561 eV
SMILES ... C[C@@H](CN)NC[O-]
Total charge ... -1
F_max ... 1.4 eV/Å



Record 3
Entry from the Open Molecules 2025 dataset: a gas-phase ion, C4H11N2O (charge -2) (ωB97M-V with the def2-TZVPD basis set).

Positions of all 18 atoms, in Å:
C (-0.04996, 1.51021, -1.02369)
N (-1.37000, 2.10707, -1.45033)
C (-0.11387, 0.30672, -0.05371)
C (-0.57675, 0.63329, 1.33460)
N (1.19137, -0.39635, -0.11971)
C (1.12088, -1.74908, 0.75718)
O (0.02731, -2.47779, 0.54231)
H (0.58806, 1.16433, -1.84502)
H (0.51460, 2.33497, -0.56914)
H (-1.97128, 1.69531, -0.71801)
H (-1.78577, 1.52362, -2.19191)
H (-0.82185, -0.39311, -0.50552)
H (-0.91682, -0.33016, 1.72406)
H (0.25220, 0.95214, 2.00415)
H (-1.11866, 1.57445, 1.27216)
H (1.23930, -0.91891, -0.98916)
H (1.18491, -1.36566, 1.77701)
H (2.05100, -2.18890, 0.34648)

Properties
Multiplicity ... 2
LUMO energy (alpha / beta) ... 7.214 / 7.207 eV
HOMO-LUMO gap (alpha / beta) ... 2.813 / 7.275 eV
Total charge ... -2
F_max ... 2.1 eV/Å



Record 4
Entry from the Open Molecules 2025 dataset: C4H11N2O in the gas phase (ωB97M-V with the def2-TZVPD basis set).

Positions of all 18 atoms, in Å:
O (-1.00275, 0.82333, 2.41139)
C (-0.58507, -0.23779, 1.98236)
N (-0.51800, -1.37506, 2.70284)
C (-0.02771, -0.30532, 0.56844)
N (-0.07661, 1.01920, -0.02892)
C (0.25918, 1.05309, -1.49687)
C (0.55997, -0.23421, -2.20945)
H (-0.06761, -2.16393, 2.27039)
H (-0.96778, -1.50654, 3.59173)
H (0.99079, -0.67944, 0.60416)
H (-0.59194, -1.04842, 0.02133)
H (0.56904, 1.63536, 0.53970)
H (-1.07054, 1.34617, 0.04458)
H (1.11468, 1.72536, -1.54250)
H (-0.55076, 1.56907, -1.98310)
H (0.92743, 0.07092, -3.20123)
H (-0.30526, -0.82750, -2.47015)
H (1.34294, -0.86429, -1.80470)

Properties
Multiplicity ... 2
LUMO energy (alpha / beta) ... 0.658 / 0.525 eV
HOMO-LUMO gap (alpha / beta) ... 3.881 / 11.017 eV
Total charge ... 0
F_max ... 1.5 eV/Å



Record 5
Entry from the Open Molecules 2025 dataset: C4H11N2O in the gas phase (ωB97M-V with the def2-TZVPD basis set).

Positions of all 18 atoms, in Å:
C (-1.76522, -0.17016, 0.72824)
O (-2.55242, -1.15787, 0.16226)
C (-0.42029, -0.03329, -0.04528)
C (0.65134, 0.80602, 0.73882)
C (2.07585, 0.74625, 0.12667)
N (2.42369, -0.63848, -0.27163)
N (-0.55294, 0.46732, -1.47019)
H (-1.45076, -0.47817, 1.82304)
H (-2.18977, 0.88972, 0.82077)
H (-0.04767, -1.09256, 0.00844)
H (0.31562, 1.81270, 0.78139)
H (0.72334, 0.14157, 1.64706)
H (2.04012, 1.31722, -0.80730)
H (2.88438, 1.18087, 0.79948)
H (1.67543, -1.11678, -0.71087)
H (2.65298, -1.31118, 0.53610)
H (-1.28265, -0.23219, -1.83926)
H (-1.24695, 1.25693, -1.45484)

Properties
Multiplicity ... 2
LUMO energy (alpha / beta) ... 0.891 / -1.966 eV
HOMO-LUMO gap (alpha / beta) ... 10.079 / 7.221 eV
Total charge ... 0
F_max ... 3.6 eV/Å



Record 6
Entry from the Open Molecules 2025 dataset: a gas-phase ion, C4H11N2O (charge +1) (ωB97M-V with the def2-TZVPD basis set).

Positions of all 18 atoms, in Å:
C (-2.67029, -0.25485, -0.69544)
N (-2.04808, 0.42314, 0.44766)
C (-0.77170, 0.68394, 0.73369)
O (-0.34180, 1.59170, 1.41496)
C (0.26501, -0.25186, 0.06370)
N (1.59901, 0.37409, 0.30130)
C (2.70705, -0.46498, -0.22108)
H (-2.68710, 0.40641, -1.55684)
H (-3.70716, -0.43622, -0.42065)
H (-2.20451, -1.21613, -0.87246)
H (-2.71882, 0.83763, 1.08384)
H (0.07450, -0.39277, -1.00257)
H (0.25026, -1.18569, 0.63276)
H (1.66262, 1.28941, -0.14370)
H (1.59867, 0.52612, 1.31348)
H (3.66525, -0.06450, 0.09523)
H (2.64124, -1.48932, 0.13391)
H (2.68586, -0.37613, -1.30781)

Properties
LUMO energy ... -3.266 eV
HOMO-LUMO gap ... 10.732 eV
SMILES ... CNC(=O)C[NH2+]C
Total charge ... +1
F_max ... 1.5 eV/Å



Record 7
Entry from the Open Molecules 2025 dataset: 2 unconnected molecules or ions with the total composition C4H11N2O (ωB97M-V with the def2-TZVPD basis set).

Positions of all 18 atoms, in Å:
N (-1.05541, 1.28815, 1.70568)
C (-1.64780, 0.25732, 1.17296)
N (-2.87471, 0.24790, 0.71828)
H (-1.54302, 2.16279, 1.83134)
H (-0.07965, 1.23460, 1.94737)
H (-1.05476, -0.61967, 0.95327)
H (-3.21440, -0.52217, 0.15850)
H (-3.50537, 1.02285, 0.85934)
C (1.36148, 0.17361, -1.51879)
O (0.02268, 0.43699, -1.01141)
C (2.12790, -0.54299, -0.44313)
C (2.05406, -1.85576, -0.29033)
H (1.82585, 1.13070, -1.74148)
H (1.29321, -0.45145, -2.40839)
H (-0.45631, 0.83677, -1.74710)
H (2.77707, 0.02907, 0.21121)
H (2.60204, -2.37582, 0.48237)
H (1.36714, -2.45288, -0.87969)

Properties
LUMO energy ... -3.354 eV
HOMO-LUMO gap ... 9.915 eV
Total charge ... +1
F_max ... 1.2 eV/Å



Record 8
Entry from the Open Molecules 2025 dataset: a molecular structure, C4H11N2O (ωB97M-V with the def2-TZVPD basis set).

Positions of all 18 atoms, in Å:
C (-0.60003, 2.08764, -0.21132)
C (-0.35163, 0.67891, 0.13314)
C (2.41302, 0.09857, -0.16375)
C (-2.05028, -1.12811, 0.46104)
N (1.23974, -0.37687, 0.50450)
N (-0.98076, -0.58112, -0.49874)
O (-1.08479, 1.38281, 1.01811)
H (0.19656, 3.00028, -0.20075)
H (-1.61077, 2.28582, -0.63084)
H (3.21788, -0.52265, 0.20348)
H (2.24649, -0.07784, -1.24461)
H (2.78210, 1.10046, 0.01561)
H (-2.21101, -2.17100, 0.21672)
H (-1.61931, -0.92735, 1.41751)
H (-3.01523, -0.58306, 0.22681)
H (1.40420, -0.32470, 1.53458)
H (-1.46330, -0.54416, -1.39185)
H (-0.09349, -1.23257, -0.58210)

Properties
LUMO energy ... -3.310 eV
HOMO-LUMO gap ... 10.669 eV
Total charge ... +1
F_max ... 4.0 eV/Å



Record 9
Entry from the Open Molecules 2025 dataset: a gas-phase ion, C4H11N2O (charge +1) (ωB97M-V with the def2-TZVPD basis set).

Positions of all 18 atoms, in Å:
N (1.19286, -1.08595, -0.84469)
C (0.29932, -1.42272, 0.35222)
C (-1.15225, -0.94252, 0.12992)
N (-1.24588, 0.46781, -0.28114)
C (-0.47959, 1.48522, 0.57895)
C (0.53369, 2.24272, -0.24084)
O (1.33274, 1.69153, -0.96687)
H (2.09172, -1.57166, -0.75874)
H (0.68805, -1.35401, -1.68458)
H (1.53238, -0.12149, -0.71562)
H (0.89270, -1.08414, 1.19682)
H (0.34337, -2.51421, 0.46463)
H (-1.56217, -1.73565, -0.49472)
H (-1.73888, -1.14727, 1.03369)
H (-2.20535, 0.68925, -0.04634)
H (-0.06954, 0.98016, 1.45465)
H (-1.30534, 2.16907, 0.77211)
H (0.85216, 3.25386, 0.05054)

Properties
LUMO energy ... -3.414 eV
HOMO-LUMO gap ... 10.242 eV
SMILES ... [NH3+]CCNCC=O
Total charge ... +1
F_max ... 3.1 eV/Å



Record 10
Entry from the Open Molecules 2025 dataset: a gas-phase ion, C4H11N2O (charge +1) (ωB97M-V with the def2-TZVPD basis set).

Positions of all 18 atoms, in Å:
N (1.19228, -0.84716, 0.36560)
C (0.82929, 0.03078, -0.76872)
C (1.94078, 1.10136, -0.85026)
O (2.94766, 0.86397, -1.44438)
C (-0.56276, 0.67799, -0.65758)
C (-1.70806, 0.00085, 0.09929)
N (-1.23946, -0.68122, 1.36437)
H (2.15039, -0.70423, 0.65210)
H (1.09404, -1.82314, 0.13849)
H (0.90800, -0.54050, -1.67733)
H (1.72530, 2.02650, -0.27799)
H (-0.89868, 0.84100, -1.68087)
H (-0.44274, 1.67383, -0.23468)
H (-2.21478, -0.76046, -0.47435)
H (-2.38715, 0.77941, 0.39666)
H (-0.27537, -0.43074, 1.62046)
H (-1.22670, -1.68807, 1.24350)
H (-1.83203, -0.52019, 2.18569)

Properties
LUMO energy ... -3.636 eV
HOMO-LUMO gap ... 9.969 eV
SMILES ... N[C@H](C=O)CC[NH3+]
Total charge ... +1
F_max ... 1.2 eV/Å



Relative energy (zero: lowest compared OMol25 entry of this formula, charge and spin) per entry: 52.7; 21.2; 22.9; 35.0; 41.7; 26.4; 40.2; 137.0; 63.5; 47.1 kcal per mole
Electronic energy per entry: -9352.2052; -9353.5709; -9348.5210; -9350.9994; -9350.7111; -9347.7120; -9347.1119; -9342.9178; -9346.1044; -9346.8162 eV